ORCA calculation (the ωB97M-V functional and the def2-TZVPD basis) on C51H53AsN3O3PSe2TaTe as an isolated structure at a distorted geometry.

Computed properties:
Spin multiplicity ... 2
LUMO level (spin up / spin down) ... -6.01 / -7.20 eV
Energy above the lowest of the compared OMol25 structures with the same formula, charge and spin ... 0.0000 eV
F_max ... 2.1 eV/A
Total charge ... +2
HOMO level (spin up / spin down) ... -13.04 / -13.34 eV

Element x y z (Å)
Ta: -0.207 -0.831 0.402
N: -1.516 -0.861 2.976
N: -1.036 0.385 3.412
C: -0.630 1.346 2.507
O: -0.486 2.486 2.840
O: -0.352 0.853 1.294
H: -2.531 -0.860 2.946
H: -1.223 -1.562 3.647
H: -1.387 0.775 4.275
Se: 1.539 -0.268 -1.360
P: 1.535 -2.452 -1.760
Se: 0.671 -3.355 0.034
C: 3.209 -3.020 -2.139
C: 4.131 -2.156 -2.720
C: 5.374 -2.645 -3.089
C: 5.690 -3.978 -2.870
C: 4.766 -4.835 -2.286
C: 3.519 -4.359 -1.917
C: 0.484 -2.796 -3.193
C: -0.460 -3.815 -3.144
C: -1.262 -4.049 -4.250
C: -1.120 -3.270 -5.389
C: -0.160 -2.268 -5.440
C: 0.648 -2.027 -4.343
H: 3.884 -1.116 -2.893
H: 6.097 -1.983 -3.546
H: 6.666 -4.349 -3.151
H: 5.017 -5.874 -2.124
H: 2.784 -5.019 -1.471
H: -0.572 -4.419 -2.253
H: -2.002 -4.838 -4.220
H: -1.760 -3.445 -6.244
H: -0.045 -1.676 -6.338
H: 1.396 -1.242 -4.373
C: -3.719 -2.921 -0.899
C: -2.594 -1.934 -0.937
O: -2.386 -1.272 -2.001
N: -1.841 -1.692 0.127
Te: -1.953 1.002 -1.118
C: -2.431 2.203 -2.789
C: -1.453 2.343 -3.785
C: -0.236 1.458 -3.813
C: -1.614 3.334 -4.737
C: -2.731 4.166 -4.736
C: -2.887 5.259 -5.747
C: -3.730 3.930 -3.796
C: -3.617 2.953 -2.820
C: -4.779 2.711 -1.894
C: -2.668 2.418 0.320
C: -2.054 3.672 0.383
C: -0.931 4.074 -0.535
C: -2.502 4.563 1.349
C: -3.507 4.235 2.246
C: -3.965 5.214 3.286
C: -4.090 2.972 2.162
C: -3.688 2.051 1.209
C: -4.387 0.718 1.112
H: -3.985 -3.221 -1.908
H: -4.582 -2.433 -0.439
H: -3.447 -3.784 -0.293
H: -0.486 0.451 -3.470
H: 0.554 1.872 -3.182
H: 0.161 1.376 -4.823
H: -0.853 3.463 -5.497
H: -1.959 5.449 -6.283
H: -3.211 6.182 -5.266
H: -3.651 4.994 -6.481
H: -4.639 4.520 -3.832
H: -5.713 2.920 -2.413
H: -4.733 3.356 -1.016
H: -4.798 1.671 -1.567
H: -0.253 3.234 -0.716
H: -0.349 4.885 -0.103
H: -1.316 4.406 -1.502
H: -2.031 5.537 1.418
H: -3.345 6.107 3.287
H: -3.930 4.767 4.281
H: -4.998 5.511 3.096
H: -4.890 2.711 2.847
H: -4.983 0.521 2.004
H: -3.677 -0.101 0.979
H: -5.072 0.708 0.261
C: 6.011 -2.227 0.831
C: 5.139 -3.187 1.319
C: 3.871 -2.826 1.745
C: 3.474 -1.493 1.703
C: 4.343 -0.534 1.189
C: 5.606 -0.902 0.756
As: 1.692 -1.001 2.375
C: 1.564 -2.383 3.741
C: 2.567 -2.480 4.704
C: 2.515 -3.483 5.657
C: 1.468 -4.397 5.650
C: 0.482 -4.319 4.680
C: 0.531 -3.315 3.721
C: 2.124 0.626 3.366
C: 1.948 0.717 4.745
C: 2.210 1.910 5.398
C: 2.632 3.022 4.682
C: 2.788 2.942 3.308
C: 2.524 1.752 2.652
H: 7.008 -2.506 0.519
H: 5.452 -4.221 1.385
H: 3.210 -3.579 2.154
H: 4.067 0.511 1.169
H: 6.283 -0.148 0.373
H: 3.390 -1.776 4.689
H: 3.295 -3.554 6.403
H: 1.432 -5.180 6.396
H: -0.324 -5.040 4.664
H: -0.225 -3.284 2.942
H: 1.603 -0.140 5.307
H: 2.080 1.974 6.470
H: 2.825 3.955 5.195
H: 3.094 3.814 2.746
H: 2.608 1.719 1.571

Here are the natural (NBO) charges for atoms 1 to 6, given in e:
1. Ta 1.30
2. N -0.62
3. N -0.50
4. C 0.90
5. O -0.57
6. O -0.80



ORCA calculation (the ωB97M-V functional and the def2-TZVPD basis) on one molecule with the formula C4H9NO2.

Computed properties:
LUMO level ... 0.80 eV
SMILES string ... C[C@H](O)CC(N)=O
Energy above the lowest of the compared OMol25 structures with the same formula, charge and spin ... 0.6707 eV
F_max ... 0.8 eV/A
Total charge ... 0
HOMO level ... -9.64 eV

Element x y z (Å)
C: 1.385 -1.069 -1.167
C: 0.666 -0.212 -0.132
O: 0.648 -0.880 1.146
C: -0.761 0.134 -0.536
C: -1.306 1.316 0.259
N: -1.347 1.154 1.613
O: -1.640 2.348 -0.285
H: 1.222 -2.139 -1.027
H: 2.461 -0.903 -1.178
H: 1.034 -0.801 -2.164
H: 1.225 0.695 0.121
H: 1.066 -1.745 1.091
H: -1.347 -0.782 -0.411
H: -0.871 0.418 -1.580
H: -0.660 0.594 2.085
H: -1.776 1.872 2.165

Here are the natural (NBO) charges for atoms 1 to 6, given in e:
1. C -0.64
2. C 0.10
3. O -0.75
4. C -0.53
5. C 0.68
6. N -0.84